This record from OMol25 describes 14 unconnected molecules or ions with the total composition C24H79N3O14 in a non-equilibrium geometry. The level of theory is ωB97M-V with the def2-TZVPD basis set.

Geometry (Å):
C (0.18974, -4.98757, 4.85576)
C (-0.63984, -3.69617, 4.88880)
C (-0.71069, -3.03700, 3.49883)
O (-1.24115, -1.67214, 3.62115)
C (-0.14737, -0.80160, 3.90703)
N (-1.95400, -4.00247, 5.42658)
H (1.25271, -4.88162, 4.63904)
H (-0.19951, -5.68839, 4.11722)
H (0.15529, -5.47485, 5.83017)
H (-0.06694, -3.06441, 5.56759)
H (-1.35772, -3.52791, 2.77188)
H (0.25929, -3.06499, 3.00239)
H (0.71153, -0.82490, 3.23631)
H (0.12871, -1.08389, 4.92300)
H (-0.52430, 0.22017, 3.95180)
H (-2.50993, -3.18542, 5.21811)
H (-2.29397, -4.64827, 4.72840)
C (-5.06888, 2.44526, -2.99371)
C (-4.09392, 2.33412, -1.80494)
C (-4.00771, 0.90149, -1.27897)
O (-3.23539, 0.77214, -0.07849)
C (-3.19847, -0.52568, 0.45510)
N (-2.85319, 2.94623, -2.20771)
H (-5.98109, 1.94935, -2.66197)
H (-4.68433, 1.91822, -3.86689)
H (-5.23800, 3.48494, -3.27397)
H (-4.54695, 2.95516, -1.03217)
H (-3.68963, 0.20396, -2.05381)
H (-4.99562, 0.51564, -1.02746)
H (-2.57634, -0.61387, 1.34576)
H (-2.95219, -1.36899, -0.19010)
H (-4.18781, -0.68378, 0.88441)
H (-2.27277, 3.03111, -1.38551)
H (-3.00645, 3.89537, -2.51713)
C (0.66321, -0.46530, 0.38088)
C (0.53467, 0.31094, -0.87355)
C (0.09111, -0.51911, -2.10045)
O (1.11456, -1.22938, -2.77117)
C (0.41992, -2.19466, -3.59984)
N (-0.34220, 1.41957, -0.66373)
H (-0.19304, -1.05179, 0.71401)
H (0.76512, 0.25497, 1.19262)
H (1.54368, -1.10762, 0.36360)
H (1.53564, 0.73063, -0.97364)
H (-0.19147, 0.15947, -2.90529)
H (-0.76349, -1.13512, -1.82063)
H (-0.09112, -1.75897, -4.45839)
H (-0.28365, -2.80510, -3.03375)
H (1.22920, -2.81053, -3.99211)
H (-0.14904, 2.11810, -1.36718)
H (-1.26724, 1.09219, -0.90297)
C (1.27438, 6.05163, -0.06369)
C (-0.02234, 5.30471, 0.14987)
O (-0.40522, 5.56419, 1.49025)
H (2.01262, 5.76896, 0.68677)
H (1.15361, 7.13475, -0.08301)
H (1.67994, 5.76761, -1.03475)
H (-0.06256, 4.23766, -0.06898)
H (-0.81324, 5.73784, -0.46248)
H (-1.28450, 5.19902, 1.61316)
C (1.88582, 2.80761, 2.52389)
C (1.68056, 3.52153, 3.87597)
O (2.78823, 3.20590, 4.78400)
H (2.75149, 3.03528, 1.90190)
H (1.01690, 2.96222, 1.88421)
H (2.01412, 1.73803, 2.69010)
H (0.85091, 3.18720, 4.49888)
H (1.64604, 4.60134, 3.73134)
H (3.62685, 3.44669, 4.38360)
C (-1.94265, 2.51397, 2.32016)
C (-3.17606, 3.34272, 1.94629)
O (-2.90749, 4.71815, 2.20963)
H (-2.07832, 1.51063, 1.91640)
H (-1.89288, 2.38990, 3.40193)
H (-1.03530, 2.92408, 1.87674)
H (-4.05142, 2.86229, 2.38335)
H (-3.35860, 3.19988, 0.88122)
H (-3.12284, 5.10705, 3.06051)
C (4.61994, 0.32678, -0.42846)
C (4.06016, 1.73235, -0.22839)
O (3.98784, 2.49090, -1.43814)
H (4.80945, -0.18692, 0.51403)
H (5.60587, 0.39832, -0.88771)
H (4.00954, -0.32161, -1.05704)
H (4.64634, 2.36298, 0.44004)
H (3.06575, 1.51616, 0.16213)
H (4.72108, 3.10791, -1.38106)
C (-2.04420, -4.22794, -0.06400)
C (-1.01458, -5.30146, -0.02156)
O (-0.59803, -5.53466, 1.27762)
H (-1.64000, -3.31251, 0.36809)
H (-2.95088, -4.56878, 0.43588)
H (-2.25591, -3.90328, -1.08276)
H (-0.11830, -5.02292, -0.57582)
H (-1.29663, -6.25003, -0.47847)
H (-1.27403, -6.00393, 1.77200)
C (3.75400, -3.23100, -0.09606)
C (2.55585, -4.10387, -0.29227)
O (2.26282, -4.62610, 0.99156)
H (3.33371, -2.34720, 0.38390)
H (4.22089, -2.84959, -1.00416)
H (4.58208, -3.63047, 0.48944)
H (2.64262, -4.95258, -0.97070)
H (1.73936, -3.46275, -0.62454)
H (1.34625, -4.90689, 1.04293)
O (0.54931, 2.28422, -4.45662)
H (1.07894, 2.71189, -3.78371)
H (1.17365, 1.75523, -4.95321)
O (3.16247, 0.41478, -3.48688)
H (2.44689, -0.07999, -3.08767)
H (3.45393, 1.01282, -2.79867)
O (1.32038, -2.05808, -6.80930)
H (0.76863, -1.27824, -6.74885)
H (1.41340, -2.21399, -7.74912)
O (-1.97981, 1.29662, -4.42068)
H (-2.45582, 1.87109, -3.82098)
H (-1.07880, 1.61892, -4.39729)
O (3.70435, -3.20007, -5.59432)
H (2.87947, -2.79163, -5.85698)
H (3.48470, -4.12264, -5.46455)

E	-59300.7092	eV
HOMO-LUMO gap	9.75	eV
LUMO	0.321	eV
energy above the lowest of the compared OMol25 structures with the same formula, charge and spin	0.0	kJ/mol

Löwdin atomic charge list, values in e, 99 entries: number 1, C, carries -0.0592; number 2, C, carries -0.4402; number 3, C, carries -0.1728; number 4, O, carries -0.2023; number 5, C, carries -0.1045; number 6, N, carries 0.0502; number 7, H, carries 0.0816; number 8, H, carries 0.0627; number 9, H, carries 0.0777; number 10, H, carries 0.1262; number 11, H, carries 0.0995; number 12, H, carries 0.1163; number 13, H, carries 0.0760; number 14, H, carries 0.0812; number 15, H, carries 0.0777; number 16, H, carries 0.0657; number 17, H, carries 0.0628; number 18, C, carries -0.0434; number 19, C, carries -0.4319; number 20, C, carries -0.1643; number 21, O, carries -0.2256; number 22, C, carries -0.1078; number 23, N, carries 0.0505; number 24, H, carries 0.0802; number 25, H, carries 0.0776; number 26, H, carries 0.0830; number 27, H, carries 0.1252; number 28, H, carries 0.1298; number 29, H, carries 0.1243; number 30, H, carries 0.0724; number 31, H, carries 0.0744; number 32, H, carries 0.0942; number 33, H, carries 0.0576; number 34, H, carries 0.0966; number 35, C, carries -0.0471; number 36, C, carries -0.4241; number 37, C, carries -0.1781; number 38, O, carries -0.2008; number 39, C, carries -0.0575; number 40, N, carries 0.0907; number 41, H, carries 0.0696; number 42, H, carries 0.0597; number 43, H, carries 0.0718; number 44, H, carries 0.1155; number 45, H, carries 0.1021; number 46, H, carries 0.1194; number 47, H, carries 0.0857; number 48, H, carries 0.0806; number 49, H, carries 0.0824; number 50, H, carries 0.0665; number 51, H, carries 0.0455; number 52, C, carries -0.0774; number 53, C, carries -0.3295; number 54, O, carries -0.0964; number 55, H, carries 0.0690; number 56, H, carries 0.0774; number 57, H, carries 0.0669; number 58, H, carries 0.0820; number 59, H, carries 0.1062; number 60, H, carries 0.0161; number 61, C, carries -0.0810; number 62, C, carries -0.2505; number 63, O, carries -0.1105; number 64, H, carries 0.0534; number 65, H, carries 0.0413; number 66, H, carries 0.0637; number 67, H, carries 0.1087; number 68, H, carries 0.1019; number 69, H, carries 0.0658; number 70, C, carries -0.0671; number 71, C, carries -0.2673; number 72, O, carries -0.0794; number 73, H, carries 0.0477; number 74, H, carries 0.0760; number 75, H, carries 0.0434; number 76, H, carries 0.1182; number 77, H, carries 0.0810; number 78, H, carries 0.1072; number 79, C, carries -0.0776; number 80, C, carries -0.3003; number 81, O, carries -0.0819; number 82, H, carries 0.0794; number 83, H, carries 0.0816; number 84, H, carries 0.0549; number 85, H, carries 0.1154; number 86, H, carries 0.0787; number 87, H, carries 0.0892; number 88, C, carries -0.0780; number 89, C, carries -0.3356; number 90, O, carries -0.0849; number 91, H, carries 0.0580; number 92, H, carries 0.0874; number 93, H, carries 0.0756; number 94, H, carries 0.1010; number 95, H, carries 0.1223; number 96, H, carries 0.0976; number 97, C, carries -0.0855; number 98, C, carries -0.3291; number 99, O, carries -0.0782

=====

This record from OMol25 describes 16 unconnected molecules or ions with the total composition C24H79N6O18SSi in a non-equilibrium geometry. The level of theory is ωB97M-V with the def2-TZVPD basis set.

Geometry (Å):
C (-5.10026, 1.64288, -1.05962)
C (-5.46221, 0.21102, -0.58073)
C (-4.98183, 0.20703, 0.88205)
C (-5.96207, 0.97535, 1.77856)
C (-5.40810, 1.32233, 3.18515)
C (-3.96355, 0.88832, 3.36076)
C (-3.33668, 1.17956, 4.73035)
C (-2.08928, 0.28874, 4.90761)
C (-0.83159, 0.93169, 4.30035)
C (-0.78423, 0.79872, 2.75929)
C (0.31539, -0.19462, 2.29320)
C (-0.20979, -1.24716, 1.28333)
N (0.65091, -1.25384, 0.09455)
C (0.66262, -2.20493, -0.81102)
N (1.47177, -2.06938, -1.89470)
C (1.06464, -3.13165, -2.83985)
C (-0.03401, -2.66125, -3.79228)
C (0.47169, -1.93510, -5.04512)
S (0.81413, -0.17264, -4.81230)
C (2.56327, -0.17043, -4.93434)
N (3.23197, -1.10088, -5.46572)
N (4.58045, -0.73353, -5.40920)
C (4.58735, 0.38659, -4.82280)
O (3.36510, 0.83385, -4.47245)
C (0.68709, -4.19680, -1.83528)
O (-0.19648, -5.12825, -2.46826)
C (1.75854, -5.11393, -1.27437)
C (2.90199, -4.43024, -0.53772)
O (3.76988, -3.71547, -1.40563)
Si (4.93056, -2.80049, -0.61845)
C (4.23253, -1.63321, 0.68939)
C (6.28846, -3.80564, 0.17839)
C (5.73953, -1.70225, -1.90758)
N (-0.08576, -3.36842, -0.85852)
N (-0.24022, -4.11157, 0.36937)
H (-4.69072, 2.18753, -0.21756)
H (-4.32847, 1.64767, -1.81421)
H (-5.95958, 2.20191, -1.41608)
H (-4.82028, -0.47470, -1.13432)
H (-6.51777, -0.02446, -0.67768)
H (-4.94353, -0.82786, 1.23707)
H (-3.99434, 0.65673, 0.83216)
H (-6.24576, 1.89479, 1.27100)
H (-6.84573, 0.34601, 1.87957)
H (-5.41554, 2.41338, 3.26530)
H (-6.02690, 0.95878, 4.00072)
H (-3.85919, -0.17655, 3.17377)
H (-3.39499, 1.48016, 2.64633)
H (-4.04314, 0.96929, 5.53279)
H (-2.99614, 2.21320, 4.78085)
H (-1.94944, 0.14643, 5.98182)
H (-2.24607, -0.70686, 4.48782)
H (0.04422, 0.47497, 4.75279)
H (-0.82287, 1.98036, 4.59093)
H (-0.50959, 1.77587, 2.36626)
H (-1.72583, 0.47588, 2.33051)
H (0.70295, -0.71843, 3.16365)
H (1.17676, 0.33675, 1.88764)
H (-1.23569, -1.01625, 1.00342)
H (-0.17758, -2.19405, 1.80256)
H (1.28448, -0.48784, -0.07385)
H (1.47386, -1.14249, -2.31366)
H (1.89989, -3.42502, -3.47290)
H (-0.59058, -3.51678, -4.16901)
H (-0.76285, -2.02728, -3.28006)
H (1.32548, -2.45686, -5.46508)
H (-0.32304, -2.00426, -5.78331)
H (5.49199, 0.92356, -4.60616)
H (-1.07971, -4.73792, -2.44966)
H (1.33434, -5.86374, -0.61694)
H (2.20474, -5.67802, -2.09177)
H (3.50019, -5.16045, 0.01048)
H (2.50063, -3.72834, 0.20530)
H (3.70716, -0.78689, 0.23837)
H (5.10130, -1.21825, 1.20328)
H (3.62289, -2.10566, 1.46039)
H (7.01648, -4.09113, -0.57986)
H (5.92873, -4.67924, 0.72135)
H (6.82584, -3.15644, 0.87359)
H (6.21096, -2.30441, -2.68063)
H (6.45609, -1.04550, -1.41906)
H (4.94993, -1.10919, -2.36688)
H (-0.61119, -5.02226, 0.10426)
H (-1.02086, -3.67978, 0.85801)
O (-5.43044, 4.39900, -0.12657)
H (-4.96972, 5.07128, 0.38342)
H (-5.07245, 4.48969, -1.01318)
O (-5.87015, -1.67244, 4.24025)
H (-6.63954, -2.08895, 3.83870)
H (-6.02920, -1.74588, 5.18683)
O (-2.88753, 4.99359, -1.14761)
H (-2.10062, 4.42920, -1.15326)
H (-2.67846, 5.70541, -1.77120)
O (-4.20612, 2.95833, -3.56643)
H (-3.76405, 3.64086, -3.04333)
H (-3.85764, 3.08291, -4.45569)
O (1.78345, -6.69478, 2.17157)
H (1.24030, -5.99447, 1.79338)
H (1.46148, -7.50054, 1.75373)
O (-1.46982, 3.36582, -0.24978)
H (-1.89640, 3.20993, 0.60462)
H (-0.66759, 2.83947, -0.20842)
O (7.78195, -1.65932, 2.17125)
H (8.45426, -1.00853, 1.94696)
H (8.17353, -2.15887, 2.89876)
O (-1.72794, 6.65448, 1.12889)
H (-2.10872, 7.48698, 0.82676)
H (-1.98111, 6.00781, 0.45613)
O (2.16616, 1.42203, 5.72367)
H (2.80725, 2.13323, 5.62628)
H (2.52244, 0.87693, 6.43261)
O (8.10067, -1.42937, 5.01265)
H (8.23639, -1.54669, 5.95823)
H (7.49011, -0.68937, 4.94185)
O (-1.83137, 6.22611, -3.66159)
H (-0.89250, 6.08843, -3.82317)
H (-2.08850, 6.89831, -4.30131)
O (-0.29108, -2.62094, -8.27295)
H (0.66894, -2.69510, -8.29112)
H (-0.51982, -2.35093, -9.16811)
O (-1.83729, 4.10305, 2.74102)
H (-2.32499, 4.82852, 2.32857)
H (-2.18568, 4.05951, 3.63746)
O (-1.32290, 9.24073, 1.92651)
H (-0.58332, 9.83742, 2.07287)
H (-1.17481, 8.51700, 2.54485)
O (5.75785, 3.14411, -6.28565)
H (4.93998, 2.67736, -6.48286)
H (5.80165, 3.16795, -5.32531)

E	-90672.5145	eV
charge	+1
HOMO-LUMO gap	9.30	eV
LUMO	-2.453	eV

Löwdin atomic charge list, values in e, 99 entries: number 1, C, carries -0.1233; number 2, C, carries -0.2190; number 3, C, carries -0.2591; number 4, C, carries -0.1744; number 5, C, carries -0.1905; number 6, C, carries -0.2562; number 7, C, carries -0.1777; number 8, C, carries -0.1982; number 9, C, carries -0.1860; number 10, C, carries -0.1716; number 11, C, carries -0.1422; number 12, C, carries -0.1325; number 13, N, carries 0.1503; number 14, C, carries -0.2862; number 15, N, carries 0.1753; number 16, C, carries -0.1946; number 17, C, carries -0.1785; number 18, C, carries -0.4409; number 19, S, carries 1.0154; number 20, C, carries -0.6938; number 21, N, carries 0.0509; number 22, N, carries 0.0960; number 23, C, carries -0.2308; number 24, O, carries 0.0442; number 25, C, carries -0.4231; number 26, O, carries 0.0259; number 27, C, carries -0.0628; number 28, C, carries -0.2488; number 29, O, carries -0.2118; number 30, Si, carries 0.4282; number 31, C, carries -0.1515; number 32, C, carries -0.1403; number 33, C, carries -0.1448; number 34, N, carries 0.0388; number 35, N, carries 0.1155; number 36, H, carries 0.0390; number 37, H, carries 0.0454; number 38, H, carries 0.0766; number 39, H, carries 0.0892; number 40, H, carries 0.1026; number 41, H, carries 0.1048; number 42, H, carries 0.0832; number 43, H, carries 0.1005; number 44, H, carries 0.1086; number 45, H, carries 0.1089; number 46, H, carries 0.0932; number 47, H, carries 0.0918; number 48, H, carries 0.0848; number 49, H, carries 0.1100; number 50, H, carries 0.0953; number 51, H, carries 0.1060; number 52, H, carries 0.1083; number 53, H, carries 0.0790; number 54, H, carries 0.1027; number 55, H, carries 0.0916; number 56, H, carries 0.0735; number 57, H, carries 0.1077; number 58, H, carries 0.1064; number 59, H, carries 0.1232; number 60, H, carries 0.1039; number 61, H, carries 0.1471; number 62, H, carries 0.1247; number 63, H, carries 0.1665; number 64, H, carries 0.1228; number 65, H, carries 0.1217; number 66, H, carries 0.0769; number 67, H, carries 0.0655; number 68, H, carries 0.1322; number 69, H, carries 0.1106; number 70, H, carries 0.1063; number 71, H, carries 0.1490; number 72, H, carries 0.1234; number 73, H, carries 0.0947; number 74, H, carries 0.0153; number 75, H, carries 0.0288; number 76, H, carries 0.0299; number 77, H, carries 0.0394; number 78, H, carries 0.0337; number 79, H, carries 0.0040; number 80, H, carries 0.0414; number 81, H, carries 0.0408; number 82, H, carries 0.0038; number 83, H, carries 0.1070; number 84, H, carries 0.0937; number 85, O, carries -0.0656; number 86, H, carries 0.0288; number 87, H, carries 0.0105; number 88, O, carries -0.0433; number 89, H, carries 0.0448; number 90, H, carries 0.0451; number 91, O, carries -0.0887; number 92, H, carries -0.0161; number 93, H, carries 0.0318; number 94, O, carries -0.0595; number 95, H, carries 0.0135; number 96, H, carries 0.0408; number 97, O, carries -0.0482; number 98, H, carries 0.0001; number 99, H, carries 0.0413